No. 1
C6H14N2OP | wB97M-V/def2-TZVPD

Calculated values
Orbital gap in eV: 6.64
Charge: -1
HOMO level in eV: -2.8
Electronic energy in eV: -20765.4466

CARTESIAN COORDINATES (ANGSTROEM)
H: -0.5024 -2.4851 -2.6822
O: -1.2906 -2.8404 0.7579
H: -1.6212 0.5992 -1.0673
H: 0.3283 3.2532 0.4200
N: -0.0040 0.2998 0.5250
H: 0.0391 -0.8085 -2.2959
C: -2.1884 -0.2685 -1.4235
C: 2.6163 0.5006 1.5149
H: -2.0060 0.0656 1.2568
C: -1.0472 -0.4870 1.1633
H: 1.5819 2.4101 -0.5144
H: 3.1676 0.7090 0.5877
H: 2.5313 -0.5878 1.6090
H: 3.1886 0.8707 2.3761
P: 0.8894 1.2200 1.5549
H: 2.0108 3.3273 0.9796
C: -1.3076 -1.7141 0.3078
C: -0.3159 -1.7594 -1.8833
H: -0.7918 -0.8750 2.1596
N: -1.5368 -1.5356 -1.0925
H: -3.1999 -0.2512 -1.0023
H: 0.4919 -2.1092 -1.2366
C: 1.2638 2.6862 0.4971
H: -2.2970 -0.2198 -2.5118


No. 2
C6H14N2OS | wB97M-V/def2-TZVPD

Calculated values
Orbital gap in eV: 9.34
Charge: 0
HOMO level in eV: -9.5
Electronic energy in eV: -22307.5760

CARTESIAN COORDINATES (ANGSTROEM)
H: -0.8752 2.4203 -3.3999
C: -0.7482 -2.0330 0.0067
H: -0.5199 4.3002 -0.3513
H: -0.1765 3.8500 1.2712
H: 1.8959 1.6642 0.9784
H: -0.3107 1.7959 -0.0165
C: 0.2410 3.8485 0.2116
S: 0.6214 -1.9897 0.8950
H: 2.6596 2.4508 -0.4352
O: 0.7076 -2.9829 1.9477
H: -2.0059 -5.4445 0.2306
H: -0.4275 -5.2090 2.6809
N: 0.2879 2.0908 -1.8205
C: -0.6583 -5.3874 1.5943
H: 1.1784 4.3570 0.0875
N: -1.8313 -5.3780 1.2299
H: -1.5110 3.1880 -1.7385
C: 0.4786 2.4008 -0.3985
H: -1.6896 -2.5566 -0.0109
H: -0.5045 -1.1532 -0.7195
C: -0.7046 2.5978 -2.3057
H: 1.8806 0.8268 -0.6952
C: 1.8208 1.8015 -0.0648
H: 0.1915 -5.4585 0.8229


No. 3
C6H14N2Si | wB97M-V/def2-TZVPD

Calculated values
Orbital gap (alpha / beta) in eV: 7.65 / 10.45
Charge: +2
HOMO level (alpha / beta) in eV: -15.5 / -17.2
Electronic energy in eV: -17285.2166

CARTESIAN COORDINATES (ANGSTROEM)
H: 7.4254 4.8492 -1.6432
H: 5.0719 2.1410 0.7664
H: -6.6244 -6.7425 1.6031
C: 5.7990 2.9193 0.3989
H: 3.6262 4.2615 -3.2668
C: 3.5083 3.9501 -2.1720
H: 3.0275 4.9044 -1.7504
Si: 5.2401 3.7487 -1.2590
H: 6.7413 4.5511 -3.1136
H: 2.8635 3.0048 -2.2855
H: 6.0412 3.7381 1.1324
H: -6.6976 -4.7392 0.0328
C: 6.8456 4.0482 -2.1420
C: -6.1810 -5.4221 3.0798
H: 7.3375 3.1001 -2.3186
H: -8.2786 -5.2840 0.8152
H: -8.4428 -2.8723 1.3182
C: -7.5434 -3.4147 1.5433
H: 6.7923 2.5021 0.1290
H: -5.7300 -5.9516 3.9186
C: -7.3156 -4.8140 0.9892
N: -6.6555 -5.6979 1.9429
N: -6.8511 -2.7802 2.2815


No. 4
C6H14N3O2 | wB97M-V/def2-TZVPD

Calculated values
Orbital gap in eV: 4.48
Charge: +1
HOMO level in eV: -10.0
Electronic energy in eV: -15001.3726

CARTESIAN COORDINATES (ANGSTROEM)
H: -2.8090 3.2234 -1.6989
H: 3.7202 -4.5537 -0.4141
O: 2.3057 -2.6297 -1.7693
H: 3.0572 -2.1565 1.3603
H: -0.0847 3.1009 -0.2259
H: -4.1261 5.6693 -0.3403
N: -3.8116 2.8983 1.3549
H: 1.5201 -3.0541 -2.1479
H: -3.6392 5.5021 -2.1080
H: 2.7878 -0.9912 0.0402
H: 2.5231 -4.5338 0.9024
C: -3.2509 3.8111 -0.9071
C: 2.6790 -4.3301 -0.1548
H: 2.0245 -4.9751 -0.7400
C: -3.3169 3.2355 0.3374
H: -3.5921 2.6109 2.2888
H: 4.2058 -2.0568 0.0019
N: 2.3356 -2.9509 -0.3978
H: 0.5405 1.4540 0.3917
C: -3.6966 5.0695 -1.1245
N: -1.4873 1.7329 0.1297
H: -2.6822 0.2769 0.3921
C: -0.2830 2.0963 0.1044
O: -1.7489 0.4570 0.5816
C: 3.1506 -1.9862 0.2903


No. 5
C6H14N3O3S | wB97M-V/def2-TZVPD

Calculated values
Orbital gap in eV: 8.99
Charge: +1
HOMO level in eV: -13.1
Electronic energy in eV: -27889.6190

CARTESIAN COORDINATES (ANGSTROEM)
H: 0.5934 -0.6072 -6.7009
C: -0.0077 0.4956 -1.3942
C: -1.0755 0.7021 3.6419
O: -0.1010 -1.4350 -3.1457
C: 0.1693 -0.3315 -3.5400
C: -0.1261 1.7675 2.9958
N: 0.7576 0.9124 2.1529
H: -2.1223 0.9557 3.7251
H: 0.1001 1.4437 -0.8737
C: 0.5151 -0.3512 2.5426
H: -0.6466 0.4857 4.6176
H: -1.0204 0.1276 -1.2696
C: 0.3619 -1.0489 -5.7376
H: 2.3165 -1.3097 2.4029
H: -0.5451 2.6360 2.5021
N: 1.3605 -1.3237 2.7233
H: 0.4667 2.1655 3.8179
S: -1.7617 -0.5538 1.3245
O: 0.2615 0.7573 -2.7643
N: -0.8472 -0.5306 2.8314
H: 1.7189 1.2320 2.1500
H: 1.0941 -1.8164 -5.4978
H: -0.6366 -1.4791 -5.7593
H: -2.9660 -0.5127 1.9058
H: 0.7063 -0.2284 -0.9957
H: 1.0074 -2.1757 3.1314
O: 0.4269 0.0230 -4.7863


No. 6
C6H14N3S | wB97M-V/def2-TZVPD

Calculated values
Orbital gap in eV: 10.02
Charge: +1
HOMO level in eV: -14.0
Electronic energy in eV: -21745.0944

CARTESIAN COORDINATES (ANGSTROEM)
C: -1.5653 -1.6470 0.5515
H: 2.0247 2.0795 -0.5939
N: -0.0822 0.1700 0.9319
H: -4.1530 0.5614 0.8783
H: 2.3577 -0.6516 1.2041
C: -2.8197 0.0393 -0.7503
H: 1.3182 0.2462 -2.1459
H: 0.0231 -0.8222 -1.6042
H: 2.4027 1.6930 0.9656
C: 1.5429 1.8389 0.2770
H: 0.7558 2.4118 0.6360
S: -4.2192 0.9366 -0.3565
H: -0.2571 0.8301 -1.7681
H: -2.2608 0.1285 -1.5944
N: -0.5396 -1.2479 1.1548
H: 0.1998 -1.8156 1.5781
N: -2.4877 -0.9370 0.0433
C: 0.4639 0.1066 -1.3966
H: 0.2375 0.4227 1.8790
C: 2.2730 -0.4908 0.2339
H: 3.2569 -0.1092 -0.1824
H: 2.2370 -1.4710 -0.3537
C: 1.0319 0.3863 -0.0163
H: -1.7405 -2.6584 0.4287


No. 7
C6H14N3S | wB97M-V/def2-TZVPD

Calculated values
Orbital gap in eV: 9.66
Charge: +1
Structure (SMILES): CCSCNC1=[NH+]CCN1
HOMO level in eV: -12.7
Electronic energy in eV: -21748.6195

CARTESIAN COORDINATES (ANGSTROEM)
H: -0.3683 1.4726 -0.5780
N: 0.6226 1.6093 -0.4035
H: 2.3959 -0.6137 1.0051
C: 2.0582 1.5086 1.5017
H: -2.1026 0.2407 -1.0858
H: 0.0366 2.4110 1.4493
S: -0.5701 -1.9015 0.5541
C: 0.9401 2.3509 0.8464
H: -2.1985 -2.2544 -1.1611
H: 1.9190 1.3244 2.5620
H: -3.7333 -0.3006 -0.7261
H: 1.2945 3.3522 0.6268
H: -2.6969 0.2173 0.5963
H: 1.1549 -0.3304 -2.2140
H: 3.0190 1.9831 1.3092
N: 2.0254 0.2742 0.7041
C: 1.2103 0.3918 -0.3231
H: 1.3325 -2.5943 -0.6665
C: 0.5068 -1.9170 -0.8883
C: -2.7069 -0.3074 -0.3593
N: 0.9818 -0.5721 -1.2518
H: -0.0345 -2.3066 -1.7449
H: -2.8729 -2.3027 0.4513
C: -2.2135 -1.7357 -0.2037


No. 8
C6H14N3S | wB97M-V/def2-TZVPD

Calculated values
Orbital gap in eV: 9.80
Charge: +1
Structure (SMILES): CC[N@H+]1[C@H](SC)CN2CN21
HOMO level in eV: -12.8
Electronic energy in eV: -21743.2615

CARTESIAN COORDINATES (ANGSTROEM)
N: 0.4860 0.0933 0.2590
C: -3.1919 1.2613 -0.5658
H: 1.6702 -3.1844 0.7763
H: 0.7159 2.1424 -0.1156
H: -0.7689 -1.6553 -2.1315
C: 2.3725 1.5434 1.0947
H: 2.8426 0.5549 1.2383
C: -0.7134 -0.1195 -0.5672
H: 1.8216 1.0515 -0.9893
H: 3.1467 2.1304 0.7121
H: -4.2666 0.8453 -0.5480
H: -3.1435 2.2648 0.0105
C: 1.0822 -2.3431 0.6875
H: 0.3110 -2.2832 1.5560
H: -1.5060 -2.0548 -0.4853
H: 2.0966 1.9460 2.1205
S: -2.1948 0.1226 0.4963
H: -0.7190 0.4468 -1.4501
C: 1.3161 1.2803 -0.0143
N: 0.6339 -2.1162 -0.6454
H: -2.9832 0.9876 -1.6007
H: 0.1975 -0.0885 1.2913
C: -0.6352 -1.6178 -1.0188
N: 1.4295 -1.2079 -0.1106